Record 1
C30H26Cl3GeNP2Pd | ωB97M-V/def2-TZVPD

Geometry (Å):
Pd  0.976  -0.308  1.157
C  2.547  2.230  -0.008
P  0.787  1.972  0.399
C  0.211  3.198  1.564
C  -0.949  2.966  2.303
C  -1.370  3.906  3.229
C  -0.636  5.068  3.422
C  0.520  5.298  2.691
C  0.953  4.364  1.765
C  -0.201  2.035  -1.100
C  -1.341  2.837  -1.153
C  -2.094  2.893  -2.316
C  -1.708  2.160  -3.428
C  -0.573  1.362  -3.379
C  0.176  1.282  -2.220
C  2.969  0.956  -0.656
C  3.692  0.676  -1.792
C  3.513  -0.698  -2.082
C  2.689  -1.214  -1.108
C  2.052  -2.534  -0.872
P  0.440  -2.143  -0.104
C  -0.818  -1.798  -1.331
C  -0.702  -2.244  -2.646
C  -1.729  -2.001  -3.547
C  -2.863  -1.316  -3.136
C  -2.977  -0.864  -1.829
C  -1.956  -1.101  -0.923
C  -0.091  -3.533  0.901
C  -1.244  -4.252  0.611
C  -1.604  -5.321  1.422
C  -0.823  -5.659  2.514
C  0.328  -4.934  2.810
C  0.694  -3.871  2.009
N  2.391  -0.211  -0.218
H  3.079  2.444  0.923
H  2.648  3.080  -0.685
H  -1.507  2.048  2.173
H  -2.263  3.723  3.811
H  -0.963  5.794  4.154
H  1.091  6.204  2.847
H  1.860  4.547  1.203
H  -1.628  3.432  -0.296
H  -2.974  3.522  -2.355
H  -2.292  2.215  -4.338
H  -0.271  0.794  -4.250
H  1.055  0.649  -2.196
H  4.268  1.382  -2.368
H  3.953  -1.245  -2.900
H  2.588  -3.158  -0.151
H  1.923  -3.121  -1.780
H  0.179  -2.778  -2.974
H  -1.642  -2.348  -4.568
H  -3.663  -1.130  -3.841
H  -3.860  -0.325  -1.513
H  -2.040  -0.746  0.098
H  -1.854  -3.979  -0.240
H  -2.498  -5.887  1.198
H  -1.112  -6.488  3.145
H  0.932  -5.200  3.668
H  1.585  -3.295  2.244
Cl  -0.824  -0.575  2.656
Ge  0.888  -0.592  4.527
Cl  2.189  0.872  3.167
Cl  -0.107  0.960  5.693

- ⟨S²⟩ = 0.76
- charge = +1
- multiplicity = 2
- maximum force (eV/Å) = 0.3
- E_tot (eV) = -149161.1986
- E_HOMO (spin up / spin down) (eV) = -10.780 / -10.778

natural (NBO) atomic charge list, values in e, 4 entries:
1 Pd 0.59
2 C -0.76
3 P 1.26
4 C -0.45

---

Record 2
C30H26Cl4MgN6O3SSe | ωB97M-V/def2-TZVPD

Geometry (Å):
Mg  0.108  -0.459  0.843
N  1.299  2.159  -2.874
C  1.054  1.773  -1.552
S  -0.560  1.954  -0.955
N  2.087  1.321  -0.900
N  1.800  0.763  0.303
C  2.814  0.638  1.171
C  4.223  0.888  0.813
C  5.084  1.588  1.665
C  6.417  1.793  1.343
C  6.929  1.317  0.144
C  6.080  0.646  -0.729
C  4.751  0.442  -0.406
C  2.452  0.204  2.482
C  3.379  -0.212  3.477
C  2.931  -0.624  4.701
C  1.551  -0.656  4.970
C  0.706  -0.317  3.935
N  1.108  0.110  2.741
H  0.651  2.852  -3.216
H  2.272  2.383  -3.035
H  4.690  1.988  2.591
H  7.052  2.340  2.031
H  7.969  1.479  -0.114
H  6.457  0.283  -1.679
H  4.094  -0.049  -1.110
H  4.436  -0.234  3.252
H  3.645  -0.952  5.449
H  1.152  -0.992  5.916
H  -0.370  -0.402  4.051
Cl  -5.707  -3.658  2.290
C  -4.014  -3.299  2.107
C  -3.062  -4.216  2.488
Cl  -3.530  -5.755  3.154
C  -1.699  -3.902  2.339
Cl  -0.470  -5.052  2.799
C  -1.268  -2.686  1.818
O  -0.029  -2.349  1.675
C  -2.275  -1.722  1.403
O  -1.874  -0.599  0.904
C  -3.617  -2.063  1.569
Cl  -4.795  -0.887  1.067
O  0.670  -1.540  -0.943
C  1.569  -2.360  -1.059
C  2.430  -2.798  0.102
C  2.454  -4.310  0.334
C  3.397  -5.090  -0.575
C  3.000  -5.098  -2.047
C  2.952  -3.698  -2.652
N  1.777  -2.938  -2.269
H  2.008  -2.326  0.986
H  3.442  -2.398  -0.036
H  1.431  -4.691  0.260
H  2.749  -4.476  1.372
H  3.479  -6.120  -0.215
H  4.401  -4.654  -0.494
H  2.015  -5.558  -2.170
H  3.715  -5.701  -2.614
H  2.938  -3.758  -3.741
H  3.866  -3.152  -2.384
H  1.195  -2.543  -2.993
Se  -2.423  0.380  -2.501
C  -2.448  1.510  -4.018
C  -2.802  1.011  -5.278
C  -2.846  1.855  -6.372
N  -2.561  3.157  -6.337
C  -2.218  3.629  -5.136
C  -2.149  2.877  -3.978
H  -3.038  -0.039  -5.401
H  -3.126  1.451  -7.342
H  -1.984  4.690  -5.089
H  -1.865  3.340  -3.042

- charge = -2
- maximum force (eV/Å) = 0.5
- E_tot (eV) = -178337.1079
- E_HOMO (spin up / spin down) (eV) = -1.596 / -0.327

Löwdin atomic charge list, values in e, 4 entries:
1 Mg 0.60
2 N 0.04
3 C -0.86
4 S 0.57

---

Record 3
C30H26ClN3O6PTeV | ωB97M-V/def2-TZVPD

Geometry (Å):
V  -0.896  0.546  0.121
Cl  3.509  -0.396  5.882
C  2.280  -0.015  4.686
C  1.025  0.396  5.105
C  0.065  0.699  4.147
C  0.342  0.594  2.790
O  -0.596  0.920  1.903
C  1.628  0.167  2.360
C  2.002  0.008  0.989
N  1.196  0.230  -0.065
C  1.630  0.007  -1.332
C  2.950  -0.218  -1.744
C  3.245  -0.473  -3.090
C  2.279  -0.520  -4.060
C  0.927  -0.281  -3.695
C  -0.146  -0.321  -4.605
C  -1.429  -0.101  -4.178
C  -1.654  0.194  -2.830
N  -0.665  0.262  -1.957
C  0.610  0.001  -2.350
C  2.585  -0.131  3.348
H  0.803  0.473  6.161
H  -0.928  1.014  4.439
H  2.996  -0.386  0.807
H  3.756  -0.184  -1.026
H  4.280  -0.645  -3.367
H  2.520  -0.738  -5.093
H  0.061  -0.541  -5.646
H  -2.270  -0.150  -4.854
H  -2.649  0.355  -2.437
H  3.573  -0.462  3.051
O  -4.633  1.963  0.036
C  -3.440  1.752  0.026
O  -2.817  0.626  -0.038
C  -2.484  2.960  0.029
C  -3.014  4.265  0.151
C  -2.149  5.310  0.154
C  -0.758  5.071  0.026
C  0.198  6.119  0.035
C  1.526  5.844  -0.091
C  1.960  4.504  -0.239
C  1.065  3.476  -0.252
C  -0.317  3.743  -0.110
N  -1.211  2.698  -0.108
H  -4.085  4.363  0.243
H  -2.501  6.331  0.252
H  -0.155  7.138  0.146
H  2.253  6.646  -0.076
H  3.017  4.293  -0.341
H  1.389  2.450  -0.358
C  -0.825  -5.325  -2.500
C  -1.573  -4.917  -1.253
O  -1.133  -3.606  -0.899
P  -1.816  -2.757  0.294
O  -0.927  -1.519  0.296
Te  -4.153  -2.822  0.126
O  -1.438  -3.566  1.629
C  -0.079  -3.521  2.102
C  0.041  -4.505  3.241
H  -1.086  -6.349  -2.780
H  0.254  -5.274  -2.343
H  -1.079  -4.664  -3.329
H  -1.370  -5.600  -0.422
H  -2.653  -4.899  -1.414
H  0.150  -2.504  2.425
H  0.601  -3.771  1.284
H  -0.677  -4.265  4.026
H  1.045  -4.466  3.668
H  -0.152  -5.524  2.902

- ⟨S²⟩ = 3.82
- charge = -1
- ΔE to the lowest compared entry with this formula, charge and spin (kcal/mol) = 0.00
- multiplicity = 4
- maximum force (eV/Å) = 1.6
- E_tot (eV) = -103088.8592
- E_HOMO (spin up / spin down) (eV) = -2.841 / -4.186

natural (NBO) atomic charge list, values in e, 4 entries:
1 V 1.51
2 Cl -0.05
3 C -0.06
4 C -0.25

---

Record 4
C30H26CrF3N6O4S | ωB97M-V/def2-TZVPD

Geometry (Å):
Cr  -0.836  -0.199  -0.275
C  7.137  -0.668  -1.178
C  5.828  -0.623  -0.451
C  5.402  -1.700  0.318
C  4.202  -1.649  1.006
C  3.422  -0.513  0.930
C  3.834  0.576  0.187
C  5.032  0.518  -0.501
S  1.879  -0.396  1.826
O  1.954  -1.232  2.996
O  1.603  0.993  2.041
N  0.721  -0.967  0.791
C  0.334  -2.257  0.811
C  0.865  -3.345  1.522
C  0.279  -4.579  1.349
C  -0.776  -4.740  0.449
C  -1.242  -3.620  -0.204
N  -0.733  -2.415  0.006
H  7.465  -1.692  -1.339
H  7.896  -0.156  -0.585
H  7.072  -0.163  -2.140
H  6.021  -2.582  0.383
H  3.875  -2.475  1.617
H  3.216  1.457  0.174
H  5.360  1.369  -1.078
H  1.679  -3.191  2.210
H  0.654  -5.428  1.900
H  -1.216  -5.706  0.270
H  -2.037  -3.678  -0.934
C  -3.532  1.785  4.050
C  -2.799  2.879  3.611
C  -1.879  2.736  2.592
C  -1.683  1.492  1.976
C  -2.367  0.381  2.479
C  -3.292  0.536  3.494
N  -0.850  1.353  0.875
N  -0.145  2.385  0.579
C  0.651  2.189  -0.498
C  1.544  3.175  -0.940
C  2.333  2.919  -2.042
C  2.241  1.699  -2.704
C  1.356  0.723  -2.258
C  0.555  0.951  -1.163
H  -4.269  1.900  4.831
H  -2.954  3.847  4.067
H  -1.289  3.570  2.244
H  -2.160  -0.609  2.086
H  -3.830  -0.327  3.861
H  1.607  4.109  -0.406
H  3.029  3.666  -2.394
H  2.857  1.510  -3.572
H  1.289  -0.220  -2.785
C  -3.548  2.536  -0.530
C  -3.898  1.106  -0.374
N  -3.079  0.074  -0.347
C  -3.850  -1.040  -0.174
C  -5.156  -0.676  -0.086
N  -5.171  0.683  -0.216
H  -2.511  2.625  -0.843
H  -3.689  3.065  0.413
H  -4.177  2.992  -1.292
H  -3.410  -2.015  -0.122
H  -6.047  -1.250  0.045
H  -5.988  1.268  -0.210
F  -2.759  -1.853  -4.298
C  -2.325  -0.582  -4.313
F  -3.369  0.164  -4.705
F  -1.403  -0.504  -5.283
C  -1.766  -0.142  -2.915
O  -1.836  1.042  -2.615
O  -1.321  -1.074  -2.222

- ⟨S²⟩ = 3.82
- charge = 0
- ΔE to the lowest compared entry with this formula, charge and spin (kcal/mol) = 40.25
- multiplicity = 4
- maximum force (eV/Å) = 2.7
- E_tot (eV) = -96072.9432
- E_HOMO (spin up / spin down) (eV) = -8.196 / -8.285

Löwdin atomic charge list, values in e, 4 entries:
1 Cr 0.86
2 C -0.05
3 C -0.27
4 C -0.03